No. 1
Density functional theory data (ωB97M-V/def2-TZVPD) for an isolated molecule of C5H6BrN.

Last column: Mulliken charge in e.
Positions of all 13 atoms, in Å:
C 1.344 -1.448 0.790  0.13
C 1.223 -0.124 0.326  -0.35
C -0.101 0.470 -0.528  0.15
C 0.293 0.896 0.865  -0.33
C -1.342 -0.322 -0.891  -1.49
N 1.390 -2.528 1.139  -0.41
Br 0.693 2.769 1.154  -0.16
H 1.972 0.304 -0.158  0.53
H 0.165 1.059 -1.408  0.39
H -0.380 0.645 1.661  0.39
H -2.002 -0.543 -0.052  0.35
H -1.359 -1.292 -1.202  0.45
H -1.897 0.116 -1.695  0.34

Structure (SMILES)   C[C@H]1[C@H](Br)[C@H]1C#N
Charge   0
HOMO energy   -10.05 eV
Energy above the lowest of the compared OMol25 structures with the same formula, charge and spin   17.53 kcal/mol
Spin multiplicity   1
Calculated total energy   -76812.5788 eV
Gap between HOMO and LUMO   10.759 eV

No. 2
Density functional theory data (ωB97M-V/def2-TZVPD) for a structure of composition C26H28CoF4N6Si2.

Last column: Mulliken charge in e.
Positions of all 67 atoms, in Å:
Co -0.537 -0.940 0.572  -0.40
C -0.449 -0.994 4.176  -1.12
Si -0.142 -1.997 2.586  0.67
C -1.216 -3.562 2.630  -1.19
C 1.698 -2.459 2.630  0.31
C 2.261 -3.157 3.698  -0.58
C 3.612 -3.470 3.708  -0.68
C 4.419 -3.084 2.645  -0.66
C 3.868 -2.392 1.578  -0.66
C 2.510 -2.075 1.561  0.34
Si 1.699 -1.230 0.073  0.82
C 1.998 -2.377 -1.413  -1.19
C 2.454 0.472 -0.323  -1.11
H 0.145 -1.437 4.978  0.48
H -1.498 -1.015 4.481  0.33
H -0.144 0.044 4.059  0.18
H -0.968 -4.148 3.518  0.37
H -1.041 -4.183 1.751  0.32
H -2.280 -3.320 2.668  0.35
H 1.639 -3.464 4.533  0.35
H 4.038 -4.015 4.541  0.39
H 5.474 -3.330 2.649  0.40
H 4.505 -2.099 0.748  0.37
H 3.018 -2.762 -1.358  0.49
H 1.882 -1.860 -2.367  0.30
H 1.324 -3.234 -1.404  0.31
H 3.539 0.372 -0.403  0.38
H 2.242 1.211 0.451  0.32
H 2.082 0.854 -1.276  0.23
C -1.162 3.718 1.822  -1.88
C -2.167 2.778 2.489  1.47
C -2.213 3.048 3.990  -1.77
C -3.560 2.974 1.879  -1.69
N -1.683 1.389 2.360  -0.30
N -1.527 0.922 1.025  -0.02
H -1.383 4.749 2.094  0.47
H -1.201 3.657 0.732  0.42
H -0.151 3.481 2.157  0.39
H -2.482 4.086 4.178  0.44
H -1.237 2.851 4.435  0.38
H -2.951 2.410 4.481  0.40
H -3.885 4.005 2.014  0.43
H -4.291 2.320 2.360  0.38
H -3.563 2.769 0.805  0.41
H -2.315 0.759 2.839  0.35
H -0.896 1.575 0.568  0.20
H -2.403 0.963 0.501  0.20
F -0.713 0.673 -1.945  0.05
C -0.559 0.570 -3.285  0.27
C -0.224 1.728 -3.925  0.35
F -0.117 2.821 -3.170  -0.34
C 0.021 1.789 -5.313  0.19
C -0.119 0.539 -5.964  0.39
C -0.480 -0.611 -5.319  -0.23
F -0.590 -1.722 -6.040  -0.34
C -0.738 -0.672 -3.930  0.60
C -1.139 -1.880 -3.272  0.50
C -1.335 -1.938 -1.897  0.61
N -1.515 -1.997 -0.747  -0.72
C -1.298 -3.120 -3.942  -0.28
N -1.423 -4.164 -4.413  -0.62
F 0.091 0.476 -7.272  -0.32
C 0.380 2.982 -5.984  0.64
C 0.743 3.038 -7.352  -0.04
N 1.077 3.151 -8.449  -0.53
C 0.423 4.243 -5.340  0.04
N 0.454 5.291 -4.862  -0.57

<S²>   3.91
Charge   0
HOMO energy (spin up / spin down)   -7.68 / -8.39 eV
Spin multiplicity   4
Calculated total energy   -100605.8082 eV
Gap between HOMO and LUMO (spin up / spin down)   6.413 / 5.827 eV

No. 3
Density functional theory data (ωB97M-V/def2-TZVPD) for a structure of composition C14H19BrIrN3O2.

Last column: Mulliken charge in e.
Positions of all 40 atoms, in Å:
Ir -0.066 -0.208 0.623  1.46
C 2.178 -0.081 -1.802  -0.84
O 1.938 0.173 -0.391  -0.29
C 2.445 1.423 0.115  -0.62
C 1.411 2.509 -0.084  -0.44
O 0.203 2.137 0.613  -0.11
C -0.080 2.913 1.807  -0.93
H 3.239 0.045 -2.016  0.37
H 1.607 0.600 -2.434  0.36
H 1.887 -1.107 -2.012  0.31
H 3.375 1.712 -0.377  0.43
H 2.630 1.278 1.181  0.28
H 1.163 2.598 -1.143  0.30
H 1.819 3.454 0.274  0.45
H -0.171 3.967 1.545  0.34
H 0.719 2.814 2.544  0.42
H -1.018 2.554 2.222  0.34
N -2.412 -2.522 -0.010  0.03
C -2.877 -1.256 -0.011  0.91
C -4.267 -1.068 -0.028  -0.86
C -4.782 0.200 -0.108  -0.31
C -3.902 1.295 -0.204  -0.91
C -2.563 1.063 -0.152  -0.32
N -2.036 -0.192 -0.034  -0.10
C -1.154 -3.049 0.012  0.84
C -1.033 -4.440 -0.056  -0.72
C 0.213 -5.020 -0.018  -0.42
C 1.341 -4.201 0.096  -0.85
C 1.159 -2.848 0.166  -0.36
N -0.066 -2.266 0.113  0.02
H -3.142 -3.224 -0.071  0.21
H -4.924 -1.928 0.011  0.43
H -5.854 0.356 -0.100  0.50
H -4.272 2.306 -0.298  0.45
H -1.861 1.884 -0.206  0.69
H -1.922 -5.053 -0.146  0.42
H 0.316 -6.097 -0.069  0.48
H 2.340 -4.615 0.124  0.47
H 2.011 -2.189 0.280  0.62
Br -0.121 -0.446 2.963  -0.06

<S²>   0.77
Charge   +3
HOMO energy (spin up / spin down)   -18.84 / -18.72 eV
Energy above the lowest of the compared OMol25 structures with the same formula, charge and spin   0.00 kcal/mol
Spin multiplicity   2
Calculated total energy   -96242.2756 eV
Gap between HOMO and LUMO (spin up / spin down)   5.181 / 4.742 eV

Which value of spin multiplicity does entry 1 give? 1